Entry 1:
Density functional theory data (ωB97M-V with the def2-TZVPD basis set) for 2 unconnected molecules or ions with the total composition C3H7NO2.

XYZ file:
```
13
Properties=species:S:1:pos:R:3:lowdin_charge:R:1
C -1.97 0.12 0.22 -0.019
C -1.19 -0.90 0.59 -0.301
O -1.36 -2.20 0.28 0.012
C 1.59 0.62 -0.10 -0.233
O 0.83 0.90 -1.17 -0.036
N 2.85 0.94 -0.41 0.052
H -1.75 1.12 0.57 0.061
H -2.87 -0.03 -0.37 0.061
H -0.08 0.63 -0.93 0.028
H -0.27 -0.75 1.16 0.089
H -2.17 -2.29 -0.25 0.105
H 3.58 0.80 0.26 0.081
H 3.10 1.31 -1.33 0.100
```

Calculated values
Gap between HOMO and LUMO ... 9.67 eV
Lowest unoccupied orbital energy ... 0.95 eV
HOMO level ... -0.32056 Ha
E_tot ... -323.67138 Ha
Energy relative to the best compared isomer or geometry (same formula, charge and spin) ... 68.8 kcal per mole

***

Entry 2:
Density functional theory data (ωB97M-V with the def2-TZVPD basis set) for a molecular structure, C25H57As3CsN2O5PS2 at a distorted geometry.

XYZ file:
```
96
Properties=species:S:1:pos:R:3:lowdin_charge:R:1
Cs -0.89 -0.36 -0.12 0.882
C 1.34 -5.04 1.12 -0.029
N 1.42 -4.43 -0.19 -0.122
C 2.04 -5.24 -1.23 -0.027
C 0.99 -3.17 -0.37 -0.426
O 0.44 -2.52 0.52 -0.276
C 1.13 -2.54 -1.75 -0.191
O 2.49 -2.52 -2.15 -0.106
C 2.69 -1.71 -3.27 -0.114
C 2.59 -0.21 -2.94 -0.416
O 2.22 0.19 -1.85 0.038
N 2.93 0.63 -3.96 -0.144
C 2.85 2.06 -3.76 -0.028
C 3.42 0.15 -5.24 -0.047
H 0.80 -5.99 1.05 0.094
H 0.81 -4.38 1.80 0.080
H 2.34 -5.23 1.52 0.097
H 1.64 -6.25 -1.15 0.093
H 3.12 -5.27 -1.11 0.100
H 1.81 -4.85 -2.21 0.085
H 0.76 -1.53 -1.69 -0.004
H 0.51 -3.09 -2.47 0.107
H 1.95 -1.94 -4.05 0.142
H 3.68 -1.94 -3.67 0.133
H 2.42 2.26 -2.78 0.077
H 2.23 2.52 -4.53 0.094
H 3.85 2.51 -3.80 0.095
H 2.74 -0.58 -5.69 0.091
H 4.42 -0.29 -5.17 0.093
H 3.48 1.00 -5.91 0.089
C 2.89 -1.60 2.62 -0.300
As 1.53 -0.24 2.25 1.049
C 0.26 -0.85 3.64 -0.304
C 2.50 1.16 3.27 -0.361
C 1.85 2.52 3.56 -0.666
C 2.94 3.45 4.10 -0.070
C 1.31 3.17 2.27 -0.363
As -0.39 2.52 1.50 1.007
C -0.26 3.64 -0.10 -0.315
C -1.66 3.67 2.46 -0.319
C 0.69 2.40 4.57 -0.404
As 0.81 1.81 6.45 1.130
C 1.59 3.43 7.24 -0.352
C 2.42 0.69 6.62 -0.355
H 3.08 -1.69 3.69 0.025
H 3.82 -1.33 2.11 0.027
H 2.55 -2.56 2.23 -0.004
H 0.69 -0.74 4.63 0.000
H 0.04 -1.90 3.46 0.022
H -0.67 -0.28 3.59 0.011
H 3.39 1.33 2.66 0.079
H 2.84 0.70 4.20 0.037
H 3.69 3.64 3.33 0.088
H 3.45 3.02 4.96 0.060
H 2.51 4.41 4.41 0.087
H 2.05 3.05 1.47 0.080
H 1.18 4.24 2.42 0.077
H -0.10 4.68 0.19 0.031
H -1.18 3.55 -0.68 -0.019
H 0.57 3.30 -0.72 0.018
H -1.23 4.65 2.65 0.028
H -1.96 3.21 3.40 0.011
H -2.54 3.78 1.83 0.024
H -0.09 1.77 4.15 0.005
H 0.23 3.39 4.67 0.064
H 0.93 4.28 7.04 0.017
H 2.58 3.65 6.84 0.005
H 1.66 3.30 8.32 0.013
H 2.25 -0.29 6.19 -0.002
H 2.57 0.57 7.70 0.017
H 3.31 1.14 6.20 0.011
C -4.16 -0.73 -6.19 -0.047
C -3.55 0.16 -5.14 -0.504
C -3.69 1.64 -5.45 -0.055
O -4.22 -0.13 -3.90 -0.329
P -3.41 -0.32 -2.52 -0.229
S -2.83 1.41 -1.79 0.112
S -2.06 -1.76 -2.79 0.171
O -4.60 -0.84 -1.59 -0.335
C -5.31 -2.06 -1.89 -0.490
C -6.69 -1.71 -2.39 -0.043
C -5.31 -2.89 -0.62 -0.045
H -3.70 -0.56 -7.16 0.081
H -5.23 -0.52 -6.28 0.084
H -4.03 -1.78 -5.93 0.078
H -2.49 -0.09 -5.02 0.098
H -4.75 1.89 -5.57 0.086
H -3.17 1.88 -6.37 0.081
H -3.29 2.24 -4.64 0.047
H -4.75 -2.60 -2.67 0.101
H -7.23 -1.14 -1.62 0.087
H -7.25 -2.62 -2.60 0.082
H -6.63 -1.10 -3.29 0.073
H -5.79 -2.33 0.19 0.086
H -4.29 -3.13 -0.32 0.075
H -5.87 -3.82 -0.77 0.083
```

Calculated values
Gap between HOMO and LUMO ... 7.43 eV
Lowest unoccupied orbital energy ... 0.14 eV
HOMO level ... -0.26805 Ha
E_tot ... -9337.75933 Ha
Energy relative to the best compared isomer or geometry (same formula, charge and spin) ... 0.0 kcal per mole

***

Entry 3:
Density functional theory data (ωB97M-V with the def2-TZVPD basis set) for a molecular structure, C6H7I3N2 at a distorted geometry.

XYZ file:
```
18
Properties=species:S:1:pos:R:3:lowdin_spin:R:1
C 1.56 0.20 0.92 0.011
C 1.88 1.53 0.79 0.019
C 0.43 -0.04 0.16 0.013
C -0.95 -2.05 0.87 0.004
C -0.29 -1.31 -0.27 0.022
C -0.80 1.47 -1.31 0.409
N 0.99 2.12 0.03 0.012
N 0.13 1.14 -0.37 0.030
I -0.61 3.52 -1.79 0.207
I -2.90 1.15 -0.76 0.122
I -0.25 0.33 -3.34 1.130
H 1.98 -0.51 1.53 0.001
H 2.47 1.91 1.57 0.001
H -0.27 -2.04 1.69 0.001
H -1.12 -3.11 0.68 0.000
H -1.91 -1.46 1.20 0.000
H -1.02 -0.98 -0.97 0.017
H 0.68 -1.85 -0.61 0.002
```

Calculated values
Gap between HOMO and LUMO (alpha / beta) ... 6.83 / 5.25 eV
Lowest unoccupied orbital energy (alpha / beta) ... -0.09 / -3.67 eV
HOMO level (alpha / beta) ... -0.25448 / -0.32771 Ha
E_tot ... -1235.23926 Ha
Energy relative to the best compared isomer or geometry (same formula, charge and spin) ... 15.0 kcal per mole
Spin multiplicity ... 3

***

Entry 4:
Density functional theory data (ωB97M-V with the def2-TZVPD basis set) for C23H35N3O6 in the gas phase.

XYZ file:
```
67
Properties=species:S:1:pos:R:3:lowdin_charge:R:1
C -7.31 1.46 -1.69 -0.044
C -6.26 0.43 -1.26 -0.384
C -6.91 -0.80 -0.61 -0.036
N -5.41 0.04 -2.38 -0.001
C -4.06 0.07 -2.34 -0.415
O -3.35 -0.18 -3.29 0.075
C -3.40 0.43 -0.98 -0.064
O -2.02 0.11 -1.07 0.034
C -1.76 -1.18 -1.23 -0.439
O -2.59 -2.06 -1.17 0.126
C -0.31 -1.44 -1.45 -0.158
C 0.06 -2.54 -2.23 0.023
C 1.41 -2.77 -2.45 -0.034
C 2.33 -1.91 -1.86 0.023
C 1.85 -0.86 -1.08 -0.157
C 2.84 0.03 -0.40 -0.439
O 4.01 0.08 -0.71 0.122
O 2.29 0.76 0.56 0.026
C 3.21 1.45 1.38 -0.065
C 3.98 0.39 2.21 -0.406
O 3.67 -0.77 2.10 0.078
N 4.97 0.83 3.02 -0.002
C 5.77 -0.16 3.74 -0.370
C 4.92 -0.94 4.75 -0.038
C 6.48 -1.11 2.77 -0.036
C 5.33 2.24 3.18 -0.383
C 5.23 2.68 4.64 -0.042
C 6.71 2.52 2.59 -0.038
N 0.57 -0.62 -0.89 0.213
C -6.06 -0.51 -3.58 -0.369
C -5.82 0.39 -4.79 -0.038
C -5.60 -1.94 -3.85 -0.036
H -6.83 2.29 -2.20 0.082
H -7.81 1.85 -0.80 0.081
H -8.07 1.04 -2.34 0.075
H -5.63 0.91 -0.52 0.123
H -7.45 -0.50 0.28 0.081
H -7.62 -1.28 -1.29 0.078
H -6.15 -1.52 -0.34 0.082
H -3.45 1.50 -0.78 0.143
H -3.85 -0.16 -0.17 0.131
H -0.70 -3.17 -2.65 0.122
H 1.74 -3.60 -3.05 0.110
H 3.39 -2.04 -1.98 0.121
H 3.90 2.02 0.76 0.134
H 2.60 2.10 2.02 0.141
H 6.53 0.40 4.29 0.121
H 4.43 -0.25 5.43 0.075
H 4.17 -1.52 4.23 0.075
H 5.56 -1.61 5.32 0.080
H 7.07 -0.54 2.06 0.078
H 5.76 -1.70 2.23 0.076
H 7.14 -1.77 3.33 0.080
H 4.60 2.83 2.62 0.121
H 4.26 2.42 5.05 0.082
H 5.99 2.21 5.26 0.076
H 5.37 3.75 4.70 0.081
H 6.75 2.18 1.56 0.084
H 7.49 2.02 3.15 0.077
H 6.91 3.59 2.61 0.081
H -7.13 -0.53 -3.37 0.121
H -4.77 0.42 -5.03 0.074
H -6.37 0.00 -5.65 0.080
H -6.17 1.40 -4.60 0.073
H -4.55 -1.95 -4.12 0.076
H -6.18 -2.36 -4.66 0.080
H -5.73 -2.55 -2.96 0.080
```

Calculated values
Gap between HOMO and LUMO ... 9.76 eV
Lowest unoccupied orbital energy ... 0.56 eV
HOMO level ... -0.33820 Ha
E_tot ... -1513.18521 Ha
SMILES ... CC(C)N(C(=O)COC(=O)c1cccc(C(=O)OCC(=O)N(C(C)C)C(C)C)n1)C(C)C
Energy relative to the best compared isomer or geometry (same formula, charge and spin) ... 0.0 kcal per mole